Computed, not measured: an isolated molecule of C5H8O in a non-equilibrium geometry, with the ωB97M-V functional and the def2-TZVPD basis.

```
14
Properties=species:S:1:pos:R:3:forces:R:3
C -3.351250 -0.163032 -0.307647 -0.6189 -1.1515 0.6976
C -1.821299 -0.168853 -0.179713 -3.6952 -0.0955 -0.5391
C -0.653996 -0.351532 -0.057479 1.2438 1.1077 -0.5917
C 0.794436 -0.502587 -0.060776 -0.3675 -0.7823 -0.9951
O 1.556046 0.721526 0.035820 -0.9845 -1.7917 -0.2269
C 2.868245 0.484746 0.445226 3.1779 -0.1379 0.3961
H -3.720863 -1.119989 -1.040973 1.0412 2.8316 2.2067
H -3.766152 -0.319074 0.828066 0.7382 0.2456 -2.9907
H -3.805135 0.836423 -0.706159 1.0835 -1.9314 0.6437
H 0.932126 -1.093405 0.801540 0.9531 -0.6472 1.3923
H 0.996157 -1.261747 -0.903480 0.4644 1.6489 0.6136
H 3.216830 1.472630 0.907986 -0.4201 -1.4950 -0.3978
H 3.631349 0.347494 -0.499757 -1.8762 -0.1814 2.1945
H 3.050492 -0.426987 1.288551 -0.7397 2.3802 -2.4031
```
Forces are in eV/Å.

Properties
E_LUMO = 0.0346 hartree
frontier orbital gap = 10.403 eV
SMILES string = CC#CCOC
largest force on an atom = 0.073 hartree/bohr
relative energy (zero: lowest compared OMol25 entry of this formula, charge and spin) = 4.314 eV
total charge = 0
DFT total energy = -7357.942 eV